--- w ---
# C4H12O2

A cluster of 3 separate species, C4H12O2 in total (wB97M-V/def2-TZVPD, the Open Molecules 2025 dataset).

Positions of all 18 atoms, in Å:
C  0.874  0.355  -1.072
C  0.229  -0.129  -0.019
C  -0.740  -1.256  -0.036
C  0.211  0.586  1.317
H  1.522  1.218  -0.954
H  0.800  -0.155  -2.027
H  -1.718  -0.847  0.240
H  -0.828  -1.704  -1.024
H  -0.522  -1.976  0.753
H  1.055  1.249  1.484
H  -0.773  1.030  1.484
H  0.329  -0.188  2.088
O  -3.004  2.291  -1.007
H  -2.273  1.856  -1.458
H  -3.685  1.615  -0.917
O  2.728  -1.795  0.752
H  2.187  -2.376  0.204
H  2.220  -1.786  1.577

Output
- LUMO energy: 0.6 eV
- 2S+1: 1
- SMILES string: C=C(C)C.O.O
- Frontier orbital gap: 9.950 eV
- HOMO level: -9.382 eV



--- x ---
# C4H12O2

A cluster of 3 separate species, C4H12O2 in total (wB97M-V/def2-TZVPD, the Open Molecules 2025 dataset).

Positions of all 18 atoms, in Å:
C  0.041  1.130  -1.319
C  0.287  0.260  -0.124
C  -0.594  -0.604  0.365
C  -0.078  -1.535  1.398
H  -0.961  1.453  -1.496
H  0.723  2.085  -1.391
H  0.227  0.351  -2.140
H  1.404  0.200  0.215
H  -1.530  -0.759  -0.058
H  1.109  -1.753  1.214
H  -0.566  -2.520  1.406
H  -0.173  -0.989  2.389
O  -2.373  1.845  1.971
H  -1.773  1.844  1.146
H  -1.705  2.009  2.650
O  1.718  -1.206  -2.179
H  1.899  -1.071  -1.223
H  2.346  -0.740  -2.820

Output
- LUMO energy: 0.7 eV
- 2S+1: 1
- SMILES string: C/C=C/C.O.O
- Frontier orbital gap: 9.914 eV
- HOMO level: -9.164 eV



Unit: eV. Relative energies: w 0.000; x 1.164.



--- w ---
# C4H7FO

An isolated molecule of C4H7FO (wB97M-V/def2-TZVPD, the Open Molecules 2025 dataset).

Positions of all 13 atoms, in Å:
C  -0.974  -0.754  -1.899
C  -0.220  -0.157  -0.959
F  0.696  0.765  -1.202
C  -0.130  -0.585  0.506
C  0.214  0.701  1.394
O  1.603  1.014  1.227
H  -0.876  -0.661  -2.942
H  -1.652  -1.472  -1.520
H  0.844  -1.108  0.561
H  -0.977  -1.151  0.879
H  -0.439  1.573  1.175
H  0.162  0.494  2.459
H  1.750  1.340  0.320

Output
- LUMO energy: 1.0 eV
- 2S+1: 1
- SMILES string: C=C(F)CCO
- Frontier orbital gap: 10.640 eV
- HOMO level: -9.658 eV



--- x ---
# C4H7FO

An isolated molecule of C4H7FO (wB97M-V/def2-TZVPD, the Open Molecules 2025 dataset).

Positions of all 13 atoms, in Å:
O  1.173  2.035  0.304
C  0.438  0.936  0.675
C  1.129  -0.402  0.510
C  -0.027  -0.027  -0.379
C  -1.361  -0.735  -0.150
F  -1.265  -1.765  -1.062
H  1.461  2.529  1.062
H  -0.278  1.037  1.508
H  1.026  -1.147  1.258
H  2.107  -0.305  0.132
H  0.296  0.112  -1.349
H  -1.419  -1.172  0.897
H  -2.263  -0.082  -0.312

Output
- LUMO energy: 0.9 eV
- 2S+1: 1
- SMILES string: O[C@@H]1C[C@H]1CF
- Frontier orbital gap: 10.403 eV
- HOMO level: -9.536 eV



--- y ---
# C4H7FO

A cluster of 2 separate species, C4H7FO in total (wB97M-V/def2-TZVPD, the Open Molecules 2025 dataset).

Positions of all 13 atoms, in Å:
C  -0.773  -0.717  -1.339
C  -0.563  -0.049  -0.030
C  0.579  1.032  0.169
C  1.437  0.895  1.126
H  -1.850  -0.970  -1.461
H  -0.184  -1.875  -1.275
H  -0.301  -0.150  -2.270
H  -1.388  0.455  0.516
H  -1.366  -1.166  1.673
H  2.325  1.725  1.019
H  1.460  -0.022  1.712
O  -0.082  -1.124  0.954
F  0.707  1.965  -0.794

Output
- LUMO energy: -0.5 eV
- 2S+1: 1
- Frontier orbital gap: 9.239 eV
- HOMO level: -9.767 eV



--- z ---
# C4H7FO

An isolated molecule of C4H7FO (wB97M-V/def2-TZVPD, the Open Molecules 2025 dataset).

Positions of all 13 atoms, in Å:
O  -1.907  -0.334  -0.722
C  -1.219  0.129  0.507
C  0.087  -0.936  0.603
C  0.822  0.019  -0.186
F  2.338  -0.059  -0.331
C  -0.080  1.162  0.262
H  -2.192  0.534  -1.166
H  -1.886  0.143  1.398
H  0.403  -0.968  1.683
H  -0.134  -1.926  0.138
H  0.436  -0.345  -1.260
H  -0.237  2.037  -0.543
H  0.165  1.491  1.389

Output
- LUMO energy: 0.8 eV
- 2S+1: 1
- SMILES string: O[C@H]1C[C@H](F)C1
- Frontier orbital gap: 11.236 eV
- HOMO level: -10.485 eV



Unit: eV. Relative energies: w 0.000; x 0.351; y 4.003; z 1.499.



--- w ---
# C3H4S

A cluster of 2 separate species, C3H4S in total (wB97M-V/def2-TZVPD, the Open Molecules 2025 dataset).

Positions of all 8 atoms, in Å:
C  0.152  -0.488  -0.193
C  -2.248  0.140  -0.064
C  1.441  -0.449  -0.046
S  2.422  0.887  0.750
H  -2.667  -0.776  0.291
H  -2.638  0.379  -1.083
H  2.145  -1.202  -0.178
H  1.394  1.509  0.524

Output
- LUMO energy (alpha / beta): -1.4 / -1.4 eV
- 2S+1: 1
- Frontier orbital gap (alpha / beta): 7.093 / 7.111 eV
- HOMO level (alpha / beta): -8.518 / -8.533 eV



--- x ---
# C3H4S

An isolated molecule of C3H4S (wB97M-V/def2-TZVPD, the Open Molecules 2025 dataset).

Positions of all 8 atoms, in Å:
C  1.200  2.043  -0.321
C  0.586  1.054  -0.025
C  -0.124  -0.214  0.025
S  -1.801  -0.298  0.601
H  1.844  2.864  -0.620
H  0.529  -0.798  0.645
H  0.018  -0.603  -0.979
H  -1.948  0.892  0.059

Output
- LUMO energy: 0.9 eV
- 2S+1: 1
- SMILES string: C#CCS
- Frontier orbital gap: 10.302 eV
- HOMO level: -9.378 eV



Unit: eV. Relative energies: w 6.825; x 0.000.



--- w ---
# C27H33N3O4

An isolated molecule of C27H33N3O4 (wB97M-V/def2-TZVPD, the Open Molecules 2025 dataset).

Positions of all 67 atoms, in Å:
C  1.703  -1.598  2.848
C  1.970  -1.036  1.490
N  2.470  -1.862  0.576
C  2.508  -3.300  0.629
C  2.175  -3.939  -0.738
N  0.985  -3.473  -1.425
C  1.221  -2.456  -2.439
C  -0.072  -2.219  -3.226
N  -1.108  -1.792  -2.308
C  -1.350  -0.505  -2.044
C  -0.586  0.508  -2.845
C  -2.289  -0.035  -1.119
C  -3.514  -0.686  -0.669
O  -3.989  -1.753  -1.031
C  -4.175  0.255  0.272
C  -5.352  0.117  0.977
C  -5.740  1.162  1.809
C  -4.969  2.308  1.923
C  -3.785  2.448  1.207
C  -3.403  1.410  0.381
C  -2.222  1.291  -0.509
O  -1.361  2.153  -0.626
C  -1.388  -2.890  -1.407
C  -0.138  -3.151  -0.565
C  1.734  0.314  1.170
C  2.106  0.826  -0.129
O  2.588  0.117  -1.028
C  1.876  2.278  -0.435
C  1.949  3.184  0.790
C  3.344  3.153  1.416
C  1.599  4.617  0.388
C  0.901  2.651  1.759
C  1.063  1.194  2.129
O  0.583  0.802  3.182
H  0.661  -1.908  2.930
H  2.352  -2.446  3.050
H  1.854  -0.835  3.606
H  2.741  -1.396  -0.301
H  3.506  -3.650  0.926
H  1.788  -3.657  1.369
H  2.058  -5.015  -0.557
H  3.021  -3.806  -1.415
H  1.556  -1.498  -2.021
H  1.991  -2.826  -3.119
H  -0.396  -3.159  -3.681
H  0.099  -1.493  -4.017
H  -0.867  1.512  -2.547
H  -0.817  0.394  -3.904
H  0.488  0.398  -2.706
H  -5.946  -0.780  0.884
H  -6.656  1.079  2.376
H  -5.294  3.105  2.575
H  -3.183  3.340  1.287
H  -1.624  -3.772  -2.006
H  -2.237  -2.679  -0.766
H  0.039  -2.253  0.050
H  -0.319  -4.003  0.095
H  0.867  2.351  -0.854
H  2.583  2.578  -1.211
H  3.378  3.795  2.294
H  4.087  3.507  0.704
H  3.614  2.144  1.720
H  1.603  5.269  1.259
H  2.322  4.999  -0.330
H  0.611  4.651  -0.065
H  -0.085  2.735  1.289
H  0.872  3.226  2.686

Output
- LUMO energy: 0.2 eV
- 2S+1: 1
- SMILES string: CC(NCCN1CCN(C(C)=C2C(=O)c3ccccc3C2=O)CC1)=C1C(=O)CC(C)(C)CC1=O
- Frontier orbital gap: 8.389 eV
- HOMO level: -8.206 eV



--- x ---
# C27H33N3O4

A cluster of 2 separate species, C27H33N3O4 in total (wB97M-V/def2-TZVPD, the Open Molecules 2025 dataset).

Positions of all 67 atoms, in Å:
O  -0.170  1.385  2.228
C  0.279  0.668  1.345
N  -0.431  -0.289  0.635
N  -1.683  -0.405  0.952
C  -1.863  -0.861  2.294
O  -0.975  -1.342  2.983
O  -3.157  -0.673  2.627
C  -3.550  -1.278  3.896
C  -4.890  -0.726  4.288
C  -6.023  -1.008  3.520
C  -7.272  -0.501  3.883
C  -7.413  0.281  5.042
C  -6.279  0.565  5.811
C  -5.033  0.048  5.453
O  1.557  0.709  0.918
C  2.376  1.719  1.583
C  3.744  1.549  0.996
C  4.909  1.631  1.778
C  6.130  1.249  1.217
C  6.199  0.784  -0.093
C  5.042  0.769  -0.884
C  3.826  1.189  -0.346
H  -2.782  -1.064  4.651
H  -3.622  -2.361  3.703
H  -5.913  -1.647  2.637
H  -8.145  -0.726  3.269
H  -8.390  0.664  5.330
H  -6.371  1.182  6.711
H  -4.148  0.219  6.070
H  1.935  2.707  1.371
H  2.364  1.537  2.663
H  4.816  1.954  2.815
H  7.031  1.292  1.832
H  7.149  0.450  -0.516
H  5.056  0.412  -1.908
H  2.924  1.177  -0.961
C  0.610  -1.105  -1.030
C  0.986  -0.855  -2.329
N  0.505  0.222  -3.066
C  0.970  0.397  -4.441
C  0.625  1.747  -5.040
C  -0.863  2.040  -4.915
C  -1.297  1.970  -3.455
C  -0.764  0.769  -2.646
C  1.984  -1.721  -3.037
C  2.229  -3.049  -2.303
C  2.471  -2.833  -0.805
C  1.372  -1.991  -0.128
H  -0.375  -0.755  -0.744
H  0.553  -0.399  -5.088
H  2.066  0.286  -4.472
H  0.932  1.746  -6.089
H  1.209  2.526  -4.537
H  -1.069  3.042  -5.305
H  -1.432  1.326  -5.522
H  -0.977  2.888  -2.946
H  -2.389  1.949  -3.393
H  -1.547  -0.012  -2.654
H  -0.677  1.091  -1.604
H  1.655  -1.949  -4.061
H  2.944  -1.183  -3.104
H  3.109  -3.524  -2.748
H  1.378  -3.729  -2.462
H  3.434  -2.310  -0.680
H  2.577  -3.793  -0.275
H  1.889  -1.420  0.666
H  0.663  -2.630  0.425

Output
- LUMO energy: -1.7 eV
- 2S+1: 1
- SMILES string: O=C(/N=N\C(=O)OCc1ccccc1)OCc1ccccc1.C1=C(N2CCCCC2)CCCC1
- Frontier orbital gap: 5.548 eV
- HOMO level: -7.231 eV



Unit: eV. Relative energies: w 0.000; x 6.504.



--- w ---
# C6H13NO

A cluster of 2 separate species, C6H13NO in total (wB97M-V/def2-TZVPD, the Open Molecules 2025 dataset).

Positions of all 21 atoms, in Å:
O  0.710  -2.263  2.497
C  0.254  -1.360  1.869
C  -1.186  -1.287  1.398
C  -1.834  0.020  1.873
H  0.871  -0.473  1.599
H  -1.704  -2.163  1.777
H  -1.081  -1.259  0.303
H  -1.837  0.033  2.956
H  -2.841  0.140  1.477
H  -1.253  0.872  1.517
C  0.181  2.027  -0.790
C  0.519  0.960  -1.747
C  1.339  -0.112  -1.477
N  1.703  -0.983  -2.455
H  0.665  1.823  0.162
H  0.436  3.011  -1.190
H  -0.901  2.089  -0.611
H  0.137  1.022  -2.766
H  1.774  -0.280  -0.498
H  2.710  -1.131  -2.532
H  1.337  -0.688  -3.361

Output
- LUMO energy (alpha / beta): -4.2 / -7.9 eV
- 2S+1: 2
- <S²>: 0.760
- Frontier orbital gap (alpha / beta): 8.675 / 4.951 eV
- Charge: +1
- HOMO level (alpha / beta): -12.838 / -12.829 eV



--- x ---
# C6H13NO

The ion C6H13NO with charge +1 (wB97M-V/def2-TZVPD, the Open Molecules 2025 dataset).

Positions of all 21 atoms, in Å:
C  -0.439  0.624  1.958
C  -0.312  0.597  0.447
C  0.918  1.269  -0.079
C  1.042  1.267  -1.569
C  2.039  1.525  -2.396
N  -0.289  -0.812  -0.121
C  -1.428  -1.751  -0.026
O  -1.297  -2.510  1.146
H  0.451  1.081  2.398
H  -1.154  1.314  2.431
H  -0.612  -0.273  2.527
H  -1.244  0.886  -0.071
H  0.789  2.283  0.336
H  1.836  0.826  0.341
H  0.151  1.009  -2.139
H  3.055  1.827  -2.137
H  1.963  1.740  -3.459
H  0.634  -1.252  -0.155
H  -2.358  -1.195  0.029
H  -1.246  -2.427  -0.864
H  -0.942  -2.065  1.928

Output
- LUMO energy (alpha / beta): -2.8 / -7.9 eV
- 2S+1: 2
- <S²>: 0.756
- Frontier orbital gap (alpha / beta): 10.859 / 5.746 eV
- Charge: +1
- HOMO level (alpha / beta): -13.678 / -13.636 eV



Unit: eV. Relative energies: w 0.000; x 1.258.